[1]
A cluster of 2 separate species, C5H11O2 in total at a distorted geometry. Source: the Open Molecules 2025 dataset; level of theory: ωB97M-V/def2-TZVPD.

Structure (XYZ):
```
18
Properties=species:S:1:pos:R:3:nbo_charge:R:1
C 0.580 -0.732 -1.145 -0.07
O 1.093 0.575 -0.868 -0.94
C -0.454 -1.143 -0.040 -0.41
C -0.975 0.002 0.822 -0.48
C -0.576 -0.077 2.277 -0.11
C -1.450 0.232 3.234 -0.47
H 0.150 -0.821 -2.158 0.14
H 1.290 -1.570 -1.102 0.11
H -0.102 -1.943 0.639 0.17
H -1.328 -1.636 -0.616 0.18
H -0.581 0.952 0.351 0.28
H -2.063 0.153 0.987 0.18
H 0.314 -0.646 2.556 0.19
H -2.405 0.680 2.998 0.17
H -1.396 0.012 4.298 0.18
H 1.467 0.679 -2.303 0.50
H 1.167 1.831 -3.049 0.44
O 1.473 0.959 -3.339 -1.06
```

The frontier orbital gap is 0.2699 Ha. Its strongest force on any atom is 2.6 eV Å⁻¹. For the energy above the lowest of the compared OMol25 structures with the same formula, charge and spin, the calculation gives 283.89 kJ/mol. Its total charge is -1.

[2]
A cluster of 2 separate species, C5H11O2 in total at a distorted geometry. Source: the Open Molecules 2025 dataset; level of theory: ωB97M-V/def2-TZVPD.

Structure (XYZ):
```
18
Properties=species:S:1:pos:R:3:nbo_charge:R:1
C 1.251 2.030 -0.307 -0.63
C 1.308 2.536 -1.758 -0.60
H 0.227 1.776 -0.064 0.24
H 1.667 1.016 -0.257 0.23
H 1.877 2.667 0.300 0.18
H 0.968 1.803 -2.489 0.22
H 0.615 3.384 -1.848 0.18
H 2.297 2.925 -1.984 0.18
C -0.556 -2.237 0.955 -0.52
C -1.649 -1.531 1.755 -0.59
C -0.565 -1.811 -0.549 0.77
O -0.879 -2.708 -1.350 -0.78
O -0.252 -0.611 -0.754 -0.82
H 0.374 -1.903 1.411 0.19
H -0.746 -3.295 1.002 0.19
H -1.966 -2.160 2.596 0.17
H -2.553 -1.347 1.179 0.20
H -1.416 -0.536 2.161 0.19
```

The frontier orbital gap is 0.2931 Ha. Its strongest force on any atom is 2.1 eV Å⁻¹. For the energy above the lowest of the compared OMol25 structures with the same formula, charge and spin, the calculation gives 42.83 kJ/mol. Its total charge is -1.

[3]
The ion C5H11O2 with charge -1 at a distorted geometry. Source: the Open Molecules 2025 dataset; level of theory: ωB97M-V/def2-TZVPD.

Structure (XYZ):
```
18
Properties=species:S:1:pos:R:3:nbo_charge:R:1
O -3.345 -0.781 0.297 -0.97
C -2.165 -0.751 0.964 -0.02
C -1.295 0.258 0.174 -0.44
C 0.127 0.503 0.781 -0.41
C 1.146 -0.452 0.114 -0.44
C 1.620 0.012 -1.305 -0.07
O 2.540 1.096 -1.144 -0.75
H -1.650 -1.757 0.799 0.08
H -2.216 -0.429 2.045 0.08
H -1.912 1.070 -0.226 0.21
H -0.983 -0.171 -0.749 0.16
H 0.491 1.622 0.617 0.16
H 0.129 0.286 1.874 0.20
H 0.480 -1.378 -0.023 0.21
H 2.098 -0.675 0.663 0.19
H 0.671 0.300 -1.887 0.16
H 2.190 -0.699 -1.873 0.17
H 2.074 1.946 -1.121 0.47
```

The frontier orbital gap is 0.2031 Ha. Its strongest force on any atom is 2.5 eV Å⁻¹. For the energy above the lowest of the compared OMol25 structures with the same formula, charge and spin, the calculation gives 325.03 kJ/mol. Its total charge is -1. Its SMILES is [O-]CCCCCO.

[4]
A cluster of 2 separate species, C5H11O2 in total at a distorted geometry. Source: the Open Molecules 2025 dataset; level of theory: ωB97M-V/def2-TZVPD.

Structure (XYZ):
```
18
Properties=species:S:1:pos:R:3:nbo_charge:R:1
C -1.662 2.321 -0.108 -0.83
C -1.947 1.763 1.309 -1.16
H -1.585 1.483 -0.807 0.19
H -2.387 3.068 -0.407 0.16
H -0.695 2.827 -0.222 0.18
H -1.277 2.232 2.021 0.18
H -1.836 0.680 1.363 0.18
H -2.994 1.998 1.507 0.13
C 1.380 -2.088 -0.873 -0.50
C 0.619 -1.608 0.410 -0.61
C 2.628 -1.215 -1.232 0.76
O 2.420 -0.413 -2.176 -0.79
O 3.686 -1.383 -0.576 -0.81
H 1.598 -3.157 -0.759 0.17
H 0.610 -1.982 -1.642 0.19
H 0.216 -0.614 0.269 0.21
H 1.345 -1.553 1.226 0.19
H -0.118 -2.360 0.697 0.17
```

The frontier orbital gap (alpha / beta) is 0.1024 / 0.3005 Ha. The multiplicity is 2. Its strongest force on any atom is 1.7 eV Å⁻¹. For the energy above the lowest of the compared OMol25 structures with the same formula, charge and spin, the calculation gives 29.90 kJ/mol. Its total charge is -2.

[5]
An isolated molecule of C5H11O2PS at a distorted geometry. Source: the Open Molecules 2025 dataset; level of theory: ωB97M-V/def2-TZVPD.

Structure (XYZ):
```
20
Properties=species:S:1:pos:R:3:nbo_charge:R:1
C -1.692 0.049 2.714 -0.62
C -1.293 -1.207 1.882 -0.06
O -0.353 -0.792 0.991 -0.80
P -0.806 -0.123 -0.418 1.99
O -2.254 -0.412 -0.654 -1.06
C 0.428 -0.780 -1.678 -0.75
C 0.820 0.391 -2.605 -0.42
C 1.542 1.327 -1.664 -0.51
S 0.399 2.154 -0.427 -0.16
H -0.905 0.569 3.060 0.21
H -2.201 0.648 2.065 0.21
H -2.203 -0.277 3.561 0.21
H -2.197 -1.587 1.432 0.19
H -0.781 -2.000 2.417 0.18
H 0.024 -1.605 -2.204 0.25
H 1.368 -1.008 -1.120 0.24
H 1.588 -0.043 -3.318 0.22
H -0.046 0.789 -3.184 0.23
H 2.387 0.766 -1.154 0.21
H 1.817 2.205 -2.215 0.23
```

The frontier orbital gap is 0.3270 Ha. Its strongest force on any atom is 4.2 eV Å⁻¹. For the energy above the lowest of the compared OMol25 structures with the same formula, charge and spin, the calculation gives 13.47 kJ/mol. Its total charge is 0. Its SMILES is CCO[P@]1(=O)CCCS1.

[6]
A cluster of 2 separate species, C5H11O2S in total at a distorted geometry. Source: the Open Molecules 2025 dataset; level of theory: ωB97M-V/def2-TZVPD.

Structure (XYZ):
```
19
Properties=species:S:1:pos:R:3:nbo_charge:R:1
C -0.419 2.348 -1.906 -0.75
C -1.111 2.129 -0.519 0.77
O -1.368 0.967 -0.184 -0.80
O -1.276 3.192 0.128 -0.79
H -0.906 3.174 -2.311 0.20
H -0.774 1.559 -2.573 0.18
H 0.706 2.324 -2.006 0.20
C -0.132 -1.613 -0.224 -0.39
C -0.187 -2.752 -1.224 -0.63
C 1.151 -0.299 2.127 -0.67
S 1.508 -1.742 0.948 -0.04
H 0.088 -0.562 -0.508 0.27
H -0.953 -1.486 0.356 0.20
H -0.316 -3.736 -0.691 0.19
H 0.824 -2.748 -1.597 0.21
H 0.145 -0.276 2.208 0.22
H 1.698 -0.421 3.040 0.20
H 1.635 0.614 1.718 0.21
H -0.933 -2.721 -1.881 0.21
```

The frontier orbital gap is 0.2718 Ha. Its strongest force on any atom is 5.6 eV Å⁻¹. For the energy above the lowest of the compared OMol25 structures with the same formula, charge and spin, the calculation gives 164.43 kJ/mol. Its total charge is -1.

[7]
A cluster of 2 separate species, C5H11O2S in total at a distorted geometry. Source: the Open Molecules 2025 dataset; level of theory: ωB97M-V/def2-TZVPD.

Structure (XYZ):
```
19
Properties=species:S:1:pos:R:3:nbo_charge:R:1
C -1.193 -2.021 -0.413 -0.77
C -2.148 0.683 -0.337 -0.75
S -2.679 -1.043 -0.305 0.14
H -1.364 -3.016 -0.009 0.21
H -0.818 -2.180 -1.435 0.22
H -0.324 -1.525 0.030 0.25
H -2.021 0.875 -1.403 0.23
H -1.280 0.953 0.276 0.24
H -2.850 1.446 0.074 0.21
C 1.219 0.422 0.923 -0.50
C 1.922 1.131 2.105 -0.60
C 1.926 0.601 -0.396 0.75
O 3.142 0.792 -0.406 -0.75
O 1.049 0.552 -1.317 -0.81
H 0.830 -0.549 1.230 0.19
H 0.330 1.164 0.867 0.18
H 2.423 2.049 1.803 0.21
H 2.830 0.513 2.550 0.17
H 1.293 1.271 2.959 0.18
```

The frontier orbital gap is 0.2674 Ha. Its strongest force on any atom is 4.4 eV Å⁻¹. For the energy above the lowest of the compared OMol25 structures with the same formula, charge and spin, the calculation gives 124.15 kJ/mol. Its total charge is -1.

[8]
A cluster of 2 separate species, C5H11O3 in total at a distorted geometry. Source: the Open Molecules 2025 dataset; level of theory: ωB97M-V/def2-TZVPD.

Structure (XYZ):
```
19
Properties=species:S:1:pos:R:3:nbo_charge:R:1
C -0.144 1.281 -0.950 -0.54
C 0.350 1.991 -2.221 -0.62
C -1.690 0.922 -0.991 0.77
O -2.317 1.176 -2.032 -0.77
O -2.114 0.458 0.098 -0.80
H 0.393 0.344 -0.841 0.18
H -0.124 1.952 -0.096 0.20
H 0.980 2.850 -1.988 0.18
H -0.511 2.260 -2.772 0.24
H 0.948 1.325 -2.848 0.18
C 0.358 -2.293 1.630 -0.05
C 1.012 -0.957 2.006 -0.66
O -0.697 -2.220 0.675 -0.74
H 1.044 -3.067 1.265 0.14
H -0.120 -2.738 2.511 0.15
H 0.662 -0.674 2.992 0.20
H -0.686 -1.371 0.206 0.50
H 0.564 -0.182 1.385 0.25
H 2.091 -1.059 1.972 0.20
```

The frontier orbital gap is 0.2920 Ha. Its strongest force on any atom is 1.5 eV Å⁻¹. For the energy above the lowest of the compared OMol25 structures with the same formula, charge and spin, the calculation gives 111.41 kJ/mol. Its total charge is -1.